Density functional theory data (ωB97M-V with the def2-TZVPD basis set) for a molecular structure, C13H13FNO in a non-equilibrium geometry.

Last column: natural (NBO) charge in e.
Element x y z (Å)
F (-4.18, 3.22, -0.99)  -0.3054
C (-2.98, 2.55, -0.83)  0.4521
C (-2.14, 2.42, -1.94)  -0.2648
C (-0.94, 1.70, -1.77)  -0.1244
C (-0.62, 1.04, -0.56)  -0.1606
C (0.31, -0.12, -0.60)  0.0415
C (1.32, -0.31, 0.46)  -0.1744
C (2.59, -0.81, 0.08)  -0.1649
C (3.40, -1.51, 0.97)  -0.2058
C (2.99, -1.67, 2.31)  -0.1449
C (1.77, -1.13, 2.73)  -0.2056
C (0.97, -0.40, 1.83)  -0.1526
C (-1.49, 1.26, 0.54)  -0.1596
C (-2.69, 1.97, 0.39)  -0.2757
H (-2.38, 2.91, -2.88)  0.2592
H (-0.30, 1.56, -2.62)  0.2274
H (0.81, -0.14, -1.61)  0.2378
H (2.90, -0.71, -0.96)  0.2239
H (4.37, -1.91, 0.64)  0.2432
H (3.63, -2.23, 3.01)  0.2409
H (1.47, -1.23, 3.78)  0.2404
H (0.04, 0.01, 2.20)  0.2105
H (-1.30, 0.80, 1.49)  0.2124
H (-3.36, 2.12, 1.26)  0.2585
N (-0.61, -1.81, -0.97)  -0.3746
O (-1.08, -1.66, -2.26)  -0.5403
H (0.38, -2.18, -0.91)  0.4456
H (-1.22, -1.37, -0.21)  0.4507
H (-1.66, -2.38, -2.57)  0.5095

Output
ΔE to the lowest compared entry with this formula, charge and spin: 18.15 kcal/mol
Max |F|: 3.9 eV/A
Charge: +1
2S+1: 1